[1]
Computed, not measured: a cluster of 10 separate species, C42H59F27O21 in total, with wB97M-V/def2-TZVPD.

Its total charge is 0. The HOMO energy comes out at -9.58 eV. Its energy is -5912.261745 Eh. As for the gap between HOMO and LUMO: 10.02 eV. The calculation puts the energy above the lowest of the compared OMol25 structures with the same formula, charge and spin at 0.0 kcal per mole. Its SMILES is CCOC(=O)C(F)(F)F.CCOC(=O)C(F)(F)F.CCOC(=O)C(F)(F)F.CCOC(=O)C(F)(F)F.CCOC(=O)C(F)(F)F.CCOC(=O)C(F)(F)F.CCOC(=O)C(F)(F)F.CCOC(=O)C(F)(F)F.CCOC(=O)C(F)(F)F.COCCOCCOC. The largest force on an atom is 0.0496 hartree/bohr.

Cartesian coordinates (Å):
C 4.9174 -2.7305 3.9300
C 3.8146 -3.3039 3.0236
O 2.9306 -4.1434 3.7710
C 1.8757 -3.5514 4.2898
O 1.6372 -2.3840 4.1636
C 0.9666 -4.4358 5.1418
F -0.1989 -4.5736 4.4980
F 1.5051 -5.6184 5.4125
F 0.7017 -3.8164 6.2916
H 5.4891 -3.5958 4.2614
H 4.4187 -2.2094 4.7442
H 5.5824 -2.0690 3.3810
H 4.2360 -3.9721 2.2741
H 3.2839 -2.5390 2.4593
C -2.7463 -2.3796 -2.0254
C -3.8393 -2.6227 -1.0386
O -3.8328 -1.5729 -0.0328
C -4.4876 -1.8468 1.0754
O -5.1994 -2.7898 1.2386
C -4.2773 -0.7750 2.1732
F -3.9145 0.4382 1.7745
F -5.4311 -0.6594 2.8508
F -3.3772 -1.2341 3.0633
H -1.8123 -2.3734 -1.4576
H -2.9475 -1.4179 -2.4999
H -2.6576 -3.2235 -2.7053
H -3.6457 -3.6091 -0.6101
H -4.8400 -2.6661 -1.4672
C 3.3102 1.9236 3.7745
C 4.2494 0.7358 3.7348
O 4.0528 0.0052 2.5014
C 4.9393 0.1592 1.5274
O 5.8099 0.9831 1.5379
C 4.7386 -0.7740 0.3201
F 5.5010 -1.8560 0.4856
F 3.4702 -1.1635 0.2111
F 5.0828 -0.1567 -0.7940
H 3.2902 2.4836 2.8410
H 3.5591 2.6716 4.5280
H 2.2958 1.5784 3.9745
H 3.9493 -0.0818 4.3932
H 5.3073 0.9646 3.8481
C 1.2740 -6.3765 -6.9454
C 0.3087 -5.4952 -6.1721
O 0.4086 -5.9143 -4.7953
C -0.3901 -5.3472 -3.9203
O -1.1315 -4.4332 -4.1669
C 0.0199 -5.5766 -2.4417
F -1.0498 -6.0351 -1.7651
F 1.0236 -6.4308 -2.3156
F 0.3221 -4.3925 -1.9366
H 2.2067 -6.4500 -6.3858
H 1.4355 -5.9649 -7.9396
H 0.9375 -7.4117 -7.0338
H -0.6540 -5.4245 -6.6712
H 0.7680 -4.5051 -6.2105
C 5.9510 4.2260 -1.8188
C 4.6553 3.4834 -2.1105
O 3.6563 3.9843 -1.2242
C 2.9985 3.1639 -0.4006
O 3.1249 1.9822 -0.4490
C 2.0426 3.8962 0.5382
F 1.2801 4.7588 -0.1306
F 1.3126 2.9931 1.1695
F 2.7004 4.6092 1.4531
H 6.6198 4.2101 -2.6834
H 6.5744 3.8003 -1.0310
H 5.7507 5.2697 -1.5784
H 4.8264 2.4166 -1.9766
H 4.3504 3.7277 -3.1259
C 2.2267 3.0761 -6.1673
C 1.0887 2.1832 -5.6790
O 1.5647 1.5384 -4.4960
C 1.5293 0.2180 -4.4114
O 1.0186 -0.5224 -5.2082
C 2.0259 -0.3258 -3.0504
F 1.0180 -0.3397 -2.1830
F 2.4613 -1.5818 -3.2180
F 3.0159 0.4115 -2.5645
H 2.5272 3.6421 -5.2805
H 1.9208 3.7484 -6.9668
H 3.1550 2.5856 -6.4629
H 0.8243 1.4181 -6.4069
H 0.2045 2.7951 -5.5055
C -6.8619 4.0091 3.9268
C -7.0581 2.8367 2.9891
O -6.3491 3.1354 1.7889
C -6.3093 2.2629 0.8052
O -6.9457 1.2564 0.8051
C -5.4328 2.7213 -0.3937
F -4.6012 3.6908 -0.0198
F -4.7380 1.6351 -0.7694
F -6.1427 3.1064 -1.4572
H -7.1701 4.9662 3.5052
H -5.7839 4.1282 4.0602
H -7.3169 3.8425 4.8998
H -8.0737 2.5858 2.6737
H -6.7082 1.9435 3.5134
C -0.8830 0.1469 4.1968
C -1.2218 -0.0982 5.6453
O -0.0797 -0.6653 6.3023
C -0.1091 -0.6601 7.6282
O -1.0731 -0.4055 8.2843
C 1.2241 -1.0753 8.3249
F 1.8536 0.0400 8.7069
F 1.0281 -1.8062 9.4216
F 2.0287 -1.7865 7.5232
H -1.7135 0.7144 3.7758
H -0.8633 -0.7957 3.6421
H 0.0755 0.6429 4.0681
H -2.1576 -0.6088 5.8556
H -1.2696 0.9315 6.0222
C -4.5434 4.3497 -3.9951
C -3.3830 3.7246 -4.7463
O -2.1134 4.3251 -4.5054
C -1.7247 5.5018 -4.9282
O -2.4034 6.2990 -5.5142
C -0.3874 5.9485 -4.3451
F -0.4650 7.1027 -3.7116
F 0.1426 5.0237 -3.5192
F 0.4992 6.0548 -5.3642
H -4.3454 4.3946 -2.9220
H -5.4557 3.7862 -4.1616
H -4.5678 5.4059 -4.2687
H -3.6035 3.5763 -5.8062
H -3.1896 2.6997 -4.4194
C -1.4588 2.8613 -1.5732
O -0.8836 2.2631 -0.4523
C -1.1406 0.8812 -0.4015
C -0.1355 0.1340 0.4633
O -0.5013 -1.2025 0.5998
C 0.5803 -2.0236 0.9639
C 0.0564 -3.4311 1.2794
O 1.1027 -4.2785 0.7960
C 0.7661 -5.6489 1.0419
H -0.9381 2.6018 -2.5035
H -1.4632 3.9511 -1.5420
H -2.5166 2.5926 -1.6793
H -0.9823 0.5270 -1.4278
H -2.1669 0.5821 -0.1625
H 0.0060 0.6150 1.4428
H 0.8530 0.3402 0.0352
H 1.0584 -1.6688 1.8850
H 1.2609 -2.0619 0.1085
H -0.8058 -3.6724 0.6482
H -0.2022 -3.5316 2.3325
H -0.2643 -5.7909 1.3698
H 1.3935 -6.0208 1.8575
H 0.9642 -6.3150 0.2047

Löwdin population analysis, charges in e, atoms 1 to 99: atom 1 (C): -0.0268, atom 2 (C): -0.1911, atom 3 (O): 0.0479, atom 4 (C): -0.3999, atom 5 (O): 0.1491, atom 6 (C): -0.5471, atom 7 (F): 0.1650, atom 8 (F): 0.1860, atom 9 (F): 0.1717, atom 10 (H): 0.0851, atom 11 (H): 0.0730, atom 12 (H): 0.0741, atom 13 (H): 0.1308, atom 14 (H): 0.0960, atom 15 (C): -0.0514, atom 16 (C): -0.1961, atom 17 (O): 0.0363, atom 18 (C): -0.4049, atom 19 (O): 0.1753, atom 20 (C): -0.5204, atom 21 (F): 0.1733, atom 22 (F): 0.1523, atom 23 (F): 0.1533, atom 24 (H): 0.0712, atom 25 (H): 0.0872, atom 26 (H): 0.0668, atom 27 (H): 0.1277, atom 28 (H): 0.1324, atom 29 (C): -0.0265, atom 30 (C): -0.1654, atom 31 (O): -0.0002, atom 32 (C): -0.4043, atom 33 (O): 0.1574, atom 34 (C): -0.5669, atom 35 (F): 0.1752, atom 36 (F): 0.1650, atom 37 (F): 0.1800, atom 38 (H): 0.0607, atom 39 (H): 0.0876, atom 40 (H): 0.0684, atom 41 (H): 0.1109, atom 42 (H): 0.1272, atom 43 (C): -0.0690, atom 44 (C): -0.1915, atom 45 (O): 0.0424, atom 46 (C): -0.3819, atom 47 (O): 0.1522, atom 48 (C): -0.5579, atom 49 (F): 0.1522, atom 50 (F): 0.1812, atom 51 (F): 0.1880, atom 52 (H): 0.0818, atom 53 (H): 0.0813, atom 54 (H): 0.0777, atom 55 (H): 0.1306, atom 56 (H): 0.1300, atom 57 (C): -0.0572, atom 58 (C): -0.1881, atom 59 (O): 0.0346, atom 60 (C): -0.3540, atom 61 (O): 0.1566, atom 62 (C): -0.5649, atom 63 (F): 0.1821, atom 64 (F): 0.1787, atom 65 (F): 0.1712, atom 66 (H): 0.0782, atom 67 (H): 0.0783, atom 68 (H): 0.0813, atom 69 (H): 0.1126, atom 70 (H): 0.1211, atom 71 (C): -0.0524, atom 72 (C): -0.1842, atom 73 (O): 0.0304, atom 74 (C): -0.3710, atom 75 (O): 0.1579, atom 76 (C): -0.5393, atom 77 (F): 0.1791, atom 78 (F): 0.1695, atom 79 (F): 0.1656, atom 80 (H): 0.0685, atom 81 (H): 0.0807, atom 82 (H): 0.0802, atom 83 (H): 0.1187, atom 84 (H): 0.1137, atom 85 (C): -0.0577, atom 86 (C): -0.2036, atom 87 (O): 0.0304, atom 88 (C): -0.4071, atom 89 (O): 0.1716, atom 90 (C): -0.5345, atom 91 (F): 0.1752, atom 92 (F): 0.1478, atom 93 (F): 0.1685, atom 94 (H): 0.0793, atom 95 (H): 0.0832, atom 96 (H): 0.0817, atom 97 (H): 0.1311, atom 98 (H): 0.1264, atom 99 (C): -0.0639

=====

[2]
Computed, not measured: a cluster of 2 separate species, C3H9NO2 in total, with wB97M-V/def2-TZVPD.

Its total charge is 0. The HOMO energy comes out at -10.04 eV. Its energy is -324.944017 Eh. As for the gap between HOMO and LUMO: 10.86 eV. The calculation puts the energy above the lowest of the compared OMol25 structures with the same formula, charge and spin at 17.9 kcal per mole. Its SMILES is CC(N)=O.CO. The largest force on an atom is 0.0589 hartree/bohr.

Cartesian coordinates (Å):
C -2.6115 -0.9584 -0.0095
C -1.1052 -0.6460 -0.1185
N -0.5081 -0.8650 1.0600
O -0.5224 -0.1686 -1.1366
H -2.9761 -0.4561 0.8994
H -2.7702 -2.0335 0.0674
H -3.1923 -0.6575 -0.8861
H -1.0704 -1.0543 1.9069
H 0.4380 -0.4858 1.2256
C 2.6079 1.7532 -0.1646
O 1.8158 0.5800 0.1689
H 3.1509 1.5483 -1.0948
H 1.9442 2.6313 -0.2883
H 3.2384 1.9184 0.7361
H 1.0999 0.4603 -0.4881

Partial atomic charges computed with the Löwdin method, in multiples of e: atom 1 (C): -0.0141, atom 2 (C): -0.5286, atom 3 (N): 0.1443, atom 4 (O): -0.0129, atom 5 (H): 0.0801, atom 6 (H): 0.0778, atom 7 (H): 0.0804, atom 8 (H): 0.1237, atom 9 (H): 0.0986, atom 10 (C): -0.1251, atom 11 (O): -0.1867, atom 12 (H): 0.0752, atom 13 (H): 0.0783, atom 14 (H): 0.0831, atom 15 (H): 0.0260

=====

[3]
Computed, not measured: the molecule C11H11N6O6P, with wB97M-V/def2-TZVPD.

Its total charge is 0. The HOMO energy comes out at -8.80 eV. Its energy is -1547.124765 Eh. As for the gap between HOMO and LUMO: 8.30 eV. The calculation puts the energy above the lowest of the compared OMol25 structures with the same formula, charge and spin at 0.0 kcal per mole. Its SMILES is O=[P@@]1(O)O[C@@H]2[C@H](O1)[C@@H](CO)O[C@H]2n1cnc2c1nnn1ccnc21. The largest force on an atom is 0.0579 hartree/bohr.

Cartesian coordinates (Å):
O 0.9061 -3.3509 3.4769
P 0.9458 -3.2338 2.0291
O 0.7051 -4.7205 1.7068
O -0.1278 -2.1957 1.3419
C 0.6415 -1.2579 0.5633
C 2.1470 -1.4297 0.8428
O 2.3712 -2.6511 1.5175
C 2.4946 -0.2260 1.7061
C 3.9510 0.2607 1.5118
O 4.2099 1.3528 2.4361
O 1.5786 0.7999 1.2642
C 0.3188 0.1794 0.9755
N -0.2634 0.9710 -0.1242
C 0.3137 2.0202 -0.8954
N -0.4696 2.4317 -1.8500
C -1.6287 1.7140 -1.6766
C -1.5194 0.7841 -0.6750
N -2.6167 -0.0805 -0.4337
N -3.6964 -0.0031 -1.1773
N -3.8030 0.9248 -2.1932
C -4.8371 1.1944 -3.0925
C -4.3716 2.2377 -3.8947
N -3.0718 2.5615 -3.5141
C -2.7879 1.7844 -2.4987
H 0.5937 -4.9902 2.6440
H 0.4279 -1.3755 -0.4860
H 2.7101 -1.4415 -0.0986
H 2.3462 -0.4810 2.7712
H 4.1411 0.5929 0.4517
H 4.6294 -0.5578 1.7487
H 3.5564 2.0854 2.3236
H -0.3339 0.1980 1.8300
H 1.2770 2.4203 -0.7054
H -5.8045 0.6979 -3.1572
H -4.9332 2.7845 -4.6683

Partial atomic charges computed with the Löwdin method, in multiples of e: atom 1 (O): -0.2414, atom 2 (P): 0.4077, atom 3 (O): -0.0716, atom 4 (O): -0.0729, atom 5 (C): -0.1916, atom 6 (C): -0.2385, atom 7 (O): -0.0698, atom 8 (C): -0.2245, atom 9 (C): -0.1518, atom 10 (O): -0.0716, atom 11 (O): -0.0337, atom 12 (C): -0.1737, atom 13 (N): 0.0681, atom 14 (C): -0.0695, atom 15 (N): 0.1524, atom 16 (C): -0.1601, atom 17 (C): -0.1904, atom 18 (N): 0.1012, atom 19 (N): 0.0780, atom 20 (N): -0.0398, atom 21 (C): -0.0460, atom 22 (C): -0.1043, atom 23 (N): 0.1082, atom 24 (C): -0.2748, atom 25 (H): 0.1023, atom 26 (H): 0.1611, atom 27 (H): 0.1745, atom 28 (H): 0.1800, atom 29 (H): 0.1418, atom 30 (H): 0.1319, atom 31 (H): 0.1038, atom 32 (H): 0.1741, atom 33 (H): 0.1229, atom 34 (H): 0.1095, atom 35 (H): 0.1085